Entry from the OMol25 dataset: an isolated ion of composition C10H11N2 and charge +1 at a distorted geometry (ωB97M-V/def2-TZVPD).

Structure (XYZ):
```
23
C10H11N2 | the OMol25 dataset | ωB97M-V/def2-TZVPD
C 1.156 1.379 3.576
N 0.778 1.012 2.509
N 0.200 0.376 1.623
C 0.572 0.311 0.330
C 1.742 1.021 -0.103
C 2.065 0.978 -1.389
C 1.337 0.211 -2.373
C 0.394 -0.641 -1.932
C -0.109 -0.639 -0.585
C -0.855 -1.869 -0.044
C -1.635 -0.738 -0.484
C -2.444 -0.005 0.508
H 1.264 1.424 4.620
H 2.446 1.588 0.454
H 2.928 1.557 -1.586
H 1.514 0.030 -3.405
H 0.026 -1.286 -2.619
H -0.701 -2.648 -0.652
H -0.773 -1.940 0.937
H -1.928 -0.813 -1.448
H -2.918 0.993 0.122
H -1.835 0.348 1.209
H -3.223 -0.648 0.733
```

The calculation puts the gap between HOMO and LUMO at 7.82 eV. Its structure (SMILES) is C#[N+]/N=C1\C=CC=C[C@@]12C[C@H]2C. Its total charge is +1. The energy relative to the best compared isomer or geometry (same formula, charge and spin) comes out at 5.852 eV. The value obtained for the HOMO energy is -12.65 eV.

***

Entry from the OMol25 dataset: C6H11N2S2 as an isolated structure at a distorted geometry (ωB97M-V/def2-TZVPD).

Structure (XYZ):
```
21
C6H11N2S2 | the OMol25 dataset | ωB97M-V/def2-TZVPD
C 2.970 -0.036 0.083
C -0.247 -1.378 -0.639
C 1.030 -1.763 0.114
C -1.534 0.586 0.193
C -2.910 0.219 -0.249
C -1.331 1.818 1.034
N -0.471 -0.091 0.086
N 4.010 0.456 -0.501
S 1.617 -0.137 0.824
S 5.620 0.278 -0.351
H -0.057 -1.179 -1.795
H -1.067 -2.154 -0.434
H 0.726 -2.246 0.994
H 1.885 -2.117 -0.501
H -3.031 -0.033 -1.262
H -3.453 1.210 -0.092
H -3.363 -0.647 0.201
H -1.817 2.766 0.608
H -0.326 1.890 1.259
H -1.907 1.572 1.856
H 3.656 0.986 -1.427
```

The calculation puts the gap between HOMO and LUMO (alpha / beta) at 7.34 / 7.45 eV. Its total charge is +1. The energy relative to the best compared isomer or geometry (same formula, charge and spin) comes out at 6.294 eV. The value obtained for the HOMO energy (alpha / beta) is -12.03 / -12.11 eV.